This record from the OMol25 dataset describes a 3-piece molecular cluster, C44H28F3NO9 overall at a distorted geometry. The level of theory is the ωB97M-V functional and the def2-TZVPD basis.

* multiplicity: 1
* HOMO level: -0.3598 hartree
* HOMO-LUMO gap: 8.5788 eV
* LUMO level: -0.0446 hartree
* energy relative to the best compared isomer or geometry (same formula, charge and spin): 0.417 eV
* structure (SMILES): O=COCCC1=C(c2cccnc2)C(=O)C=C(COC(F)(F)F)C1=O.O=C1c2ccccc2C(=O)c2ccccc21.O=C1c2ccccc2C(=O)c2ccccc21

Bonds (Å) are listed after each position.
Geometry (Å):
1 O -3.770 -3.958 0.329  C2 1.207
2 C -3.429 -3.530 -0.747  O1 1.207, O3 1.354, H26 1.102
3 O -4.143 -2.548 -1.346  C2 1.354, C4 1.427
4 C -3.757 -2.275 -2.692  O3 1.427, C5 1.546, H27 1.093, H28 1.089
5 C -3.773 -0.746 -2.920  C4 1.546, C6 1.500, H29 1.084, H30 1.094
6 C -3.095 -0.001 -1.808  C5 1.500, C7 1.333, C24 1.503
7 C -3.652 0.867 -0.964  C6 1.333, C8 1.491, C14 1.513
8 C -5.096 1.235 -1.014  C7 1.491, C9 1.369, C13 1.371
9 C -5.893 0.915 0.053  C8 1.369, C10 1.376, H31 1.078
10 C -7.205 1.310 -0.061  C9 1.376, C11 1.368, H32 1.078
11 C -7.576 1.969 -1.202  C10 1.368, N12 1.317, H33 1.087
12 N -6.823 2.252 -2.244  C11 1.317, C13 1.325
13 C -5.558 1.872 -2.136  C8 1.371, N12 1.325, H34 1.083
14 C -2.762 1.527 0.066  C7 1.513, O15 1.211, C16 1.507
15 O -3.133 1.773 1.192  C14 1.211
16 C -1.387 1.873 -0.444  C14 1.507, C17 1.321, H35 1.081
17 C -0.836 1.009 -1.279  C16 1.321, C18 1.514, C24 1.506
18 C 0.519 1.205 -1.926  C17 1.514, O19 1.437, H36 1.094, H37 1.084
19 O 0.914 2.579 -1.774  C18 1.437, C20 1.340
20 C 0.659 3.346 -2.843  O19 1.340, F21 1.336, F22 1.333, F23 1.337
21 F -0.589 3.238 -3.308  C20 1.336
22 F 1.493 3.129 -3.860  C20 1.333
23 F 0.826 4.614 -2.452  C20 1.337
24 C -1.621 -0.228 -1.629  C6 1.503, C17 1.506, O25 1.214
25 O -1.116 -1.329 -1.722  C24 1.214
26 H -2.526 -3.944 -1.224  C2 1.102
27 H -4.496 -2.701 -3.374  C4 1.093
28 H -2.787 -2.691 -2.959  C4 1.089
29 H -4.804 -0.451 -3.077  C5 1.084
30 H -3.177 -0.584 -3.823  C5 1.094
31 H -5.512 0.413 0.928  C9 1.078
32 H -7.909 1.129 0.736  C10 1.078
33 H -8.610 2.299 -1.257  C11 1.087
34 H -4.874 2.095 -2.945  C13 1.083
35 H -0.884 2.781 -0.142  C16 1.081
36 H 0.391 1.011 -2.995  C18 1.094
37 H 1.272 0.519 -1.557  C18 1.084
38 O 4.343 -6.748 0.533  C39 1.213
39 C 3.340 -6.545 -0.119  O38 1.213, C40 1.489, C53 1.489
40 C 2.536 -7.679 -0.653  C39 1.489, C41 1.389, C45 1.397
41 C 2.931 -8.982 -0.380  C40 1.389, C42 1.385, H54 1.081
42 C 2.172 -10.045 -0.839  C41 1.385, C43 1.391, H55 1.082
43 C 1.012 -9.811 -1.571  C42 1.391, C44 1.384, H56 1.082
44 C 0.622 -8.515 -1.860  C43 1.384, C45 1.389, H57 1.081
45 C 1.384 -7.444 -1.408  C40 1.397, C44 1.389, C46 1.488
46 C 0.962 -6.057 -1.741  C45 1.488, O47 1.215, C48 1.488
47 O -0.010 -5.854 -2.442  C46 1.215
48 C 1.754 -4.924 -1.191  C46 1.488, C49 1.388, C53 1.397
49 C 1.354 -3.623 -1.463  C48 1.388, C50 1.384, H58 1.081
50 C 2.060 -2.559 -0.930  C49 1.384, C51 1.391, H59 1.080
51 C 3.170 -2.789 -0.124  C50 1.391, C52 1.385, H60 1.082
52 C 3.582 -4.085 0.138  C51 1.385, C53 1.389, H61 1.081
53 C 2.880 -5.157 -0.397  C39 1.489, C48 1.397, C52 1.389
54 H 3.830 -9.162 0.194  C41 1.081
55 H 2.479 -11.060 -0.621  C42 1.082
56 H 0.414 -10.644 -1.918  C43 1.082
57 H -0.276 -8.332 -2.433  C44 1.081
58 H 0.489 -3.441 -2.084  C49 1.081
59 H 1.741 -1.548 -1.138  C50 1.080
60 H 3.715 -1.954 0.300  C51 1.082
61 H 4.447 -4.265 0.762  C52 1.081
62 O 1.654 3.163 2.414  C63 1.215
63 C 2.104 4.212 2.831  O62 1.215, C64 1.488, C77 1.488
64 C 2.571 4.336 4.238  C63 1.488, C65 1.389, C69 1.397
65 C 2.510 3.229 5.076  C64 1.389, C66 1.384, H78 1.081
66 C 2.976 3.321 6.376  C65 1.384, C67 1.391, H79 1.082
67 C 3.507 4.518 6.846  C66 1.391, C68 1.385, H80 1.082
68 C 3.555 5.628 6.020  C67 1.385, C69 1.389, H81 1.081
69 C 3.083 5.544 4.717  C64 1.397, C68 1.389, C70 1.489
70 C 3.125 6.752 3.846  C69 1.489, O71 1.214, C72 1.488
71 O 3.520 7.815 4.279  C70 1.214
72 C 2.676 6.623 2.433  C70 1.488, C73 1.390, C77 1.396
73 C 2.740 7.728 1.592  C72 1.390, C74 1.385, H82 1.081
74 C 2.355 7.612 0.267  C73 1.385, C75 1.392, H83 1.082
75 C 1.906 6.389 -0.225  C74 1.392, C76 1.383, H84 1.078
76 C 1.829 5.291 0.613  C75 1.383, C77 1.388, H85 1.082
77 C 2.208 5.402 1.943  C63 1.488, C72 1.396, C76 1.388
78 H 2.102 2.298 4.709  C65 1.081
79 H 2.932 2.457 7.027  C66 1.082
80 H 3.882 4.584 7.859  C67 1.082
81 H 3.963 6.561 6.386  C68 1.081
82 H 3.094 8.675 1.975  C73 1.081
83 H 2.408 8.472 -0.388  C74 1.082
84 H 1.615 6.296 -1.259  C75 1.078
85 H 1.477 4.342 0.230  C76 1.082

The Löwdin scheme yields these atomic charges, measured in e: number 1, O, carries 0.08; number 2, C, carries -0.32; number 3, O, carries -0.01; number 4, C, carries -0.17; number 5, C, carries -0.07; number 6, C, carries -0.09; number 7, C, carries -0.04; number 8, C, carries -0.17; number 9, C, carries 0.01; number 10, C, carries -0.05; number 11, C, carries -0.16; number 12, N, carries 0.09; number 13, C, carries -0.10; number 14, C, carries -0.28; number 15, O, carries 0.14; number 16, C, carries 0.10; number 17, C, carries -0.09; number 18, C, carries -0.06; number 19, O, carries 0.04; number 20, C, carries -0.73; number 21, F, carries 0.18; number 22, F, carries 0.18; number 23, F, carries 0.16; number 24, C, carries -0.25; number 25, O, carries 0.13; number 26, H, carries 0.15; number 27, H, carries 0.13; number 28, H, carries 0.11; number 29, H, carries 0.12; number 30, H, carries 0.14; number 31, H, carries 0.13; number 32, H, carries 0.11; number 33, H, carries 0.11; number 34, H, carries 0.13; number 35, H, carries 0.14; number 36, H, carries 0.14; number 37, H, carries 0.13; number 38, O, carries 0.11; number 39, C, carries -0.28; number 40, C, carries -0.08; number 41, C, carries 0.00; number 42, C, carries -0.06; number 43, C, carries -0.06; number 44, C, carries 0.00; number 45, C, carries -0.08; number 46, C, carries -0.28; number 47, O, carries 0.10; number 48, C, carries -0.08; number 49, C, carries 0.00; number 50, C, carries -0.05; number 51, C, carries -0.05; number 52, C, carries 0.00; number 53, C, carries -0.08; number 54, H, carries 0.12; number 55, H, carries 0.11; number 56, H, carries 0.11; number 57, H, carries 0.12; number 58, H, carries 0.11; number 59, H, carries 0.08; number 60, H, carries 0.11; number 61, H, carries 0.12; number 62, O, carries 0.10; number 63, C, carries -0.28; number 64, C, carries -0.08; number 65, C, carries 0.00; number 66, C, carries -0.06; number 67, C, carries -0.06; number 68, C, carries 0.00; number 69, C, carries -0.08; number 70, C, carries -0.28; number 71, O, carries 0.11; number 72, C, carries -0.08; number 73, C, carries 0.00; number 74, C, carries -0.05; number 75, C, carries -0.05; number 76, C, carries 0.00; number 77, C, carries -0.08; number 78, H, carries 0.12; number 79, H, carries 0.11; number 80, H, carries 0.11; number 81, H, carries 0.12; number 82, H, carries 0.12; number 83, H, carries 0.11; number 84, H, carries 0.09; number 85, H, carries 0.10